{"formula": "CH6N4OS", "method": "ωB97M-V with the def2-TZVPD basis set", "elements": ["S", "O", "N", "N", "N", "N", "C", "H", "H", "H", "H", "H", "H"], "xyz": [[-1.239, 1.719, -1.169], [2.301, -0.493, -1.020], [0.090, 1.051, -0.290], [-0.571, -1.078, 0.583], [0.984, -1.005, -1.141], [-1.505, -0.406, 1.335], [0.128, -0.350, -0.214], [0.941, 1.395, -0.651], [0.991, -1.999, -0.958], [-1.875, 2.359, -0.138], [2.612, -0.704, -0.117], [-1.166, 0.488, 1.637], [-1.691, -0.978, 2.143]], "forces_ev_per_angstrom": [[-0.2, 0.2, 0.4], [0.3, -0.1, 0.3], [-1.1, -0.3, 0.5], [0.9, 0.7, -1.1], [-0.3, 0.5, 0.3], [-0.4, -0.6, 0.3], [-0.5, -1.2, 0.3], [1.0, 0.5, -0.5], [0.0, -0.2, 0.1], [0.4, -0.4, -0.4], [-0.1, 0.1, -0.3], [0.2, 0.7, 0.1], [-0.2, 0.0, 0.1]], "mulliken_charge": [-0.125, -0.440, -0.412, -0.362, -0.236, -0.417, 0.381, 0.361, 0.312, 0.130, 0.338, 0.218, 0.252], "e_lumo_ev": 0.6, "smiles": "N/N=C(/NO)NS", "total_charge": 0, "fmax_ha_per_bohr": 0.0311, "orbital_gap_ev": 9.2, "e_above_lowest_ev": 0.870}